Entry 1:
A molecular structure, C24H33O5Pb. Source: the Open Molecules 2025 dataset; level of theory: ωB97M-V/def2-TZVPD.

charge	-1
HOMO	-0.070	Ha
HOMO-LUMO gap	3.90	eV
multiplicity	1
electronic energy	-1503.193756	Eh
LUMO energy	1.99	eV
strongest force on any atom	2.72	eV/Å

Element x y z (Å)
C: 0.124 7.724 0.230
C: 0.272 6.303 0.890
C: 0.592 7.495 -1.242
C: 1.733 6.440 -1.123
H: 0.936 8.447 -1.666
H: -0.254 7.086 -1.809
C: 1.603 5.796 0.305
H: -0.573 5.693 0.535
H: 0.273 6.359 1.990
C: 1.701 4.272 0.052
H: 2.437 6.148 0.934
H: 2.699 6.961 -1.192
C: 1.724 5.204 -2.084
C: -1.324 8.186 0.170
C: 1.086 8.729 0.917
O: 1.696 9.545 0.281
O: -2.278 7.510 0.296
O: -1.368 9.527 -0.064
O: 1.154 8.599 2.274
C: 0.234 9.287 3.207
H: -0.279 8.502 3.766
H: -0.488 9.917 2.670
H: 0.853 9.893 3.877
C: -2.690 10.120 0.050
H: -3.405 9.608 -0.590
H: -2.536 11.149 -0.259
H: -2.995 10.062 1.089
O: 2.197 4.082 -1.274
H: 0.706 3.804 0.112
H: 2.385 3.789 0.762
C: 2.687 5.415 -3.245
C: 0.319 4.828 -2.602
H: -0.031 5.557 -3.340
H: -0.410 4.745 -1.787
H: 0.397 3.852 -3.089
H: 2.625 4.561 -3.920
H: 3.712 5.506 -2.871
H: 2.422 6.325 -3.801
Pb: 0.135 0.320 -0.257
C: 1.765 -1.553 0.596
C: 2.397 -0.242 0.526
C: 1.792 0.594 1.572
H: 3.081 0.120 -0.262
C: 0.832 -0.226 2.283
C: 0.816 -1.534 1.679
H: 0.213 -2.389 2.008
H: 1.969 -2.398 -0.080
H: 2.000 1.662 1.735
H: 0.217 0.111 3.123
C: -2.025 -0.448 -1.328
C: -1.935 -1.423 -0.261
C: -2.064 -0.728 0.994
H: -1.806 -2.507 -0.400
C: -2.227 0.679 0.730
C: -2.199 0.873 -0.718
H: -2.209 1.840 -1.255
H: -1.900 -0.641 -2.407
H: -2.068 -1.193 1.985
H: -2.303 1.484 1.474
C: 0.925 -0.140 -2.204
H: 1.908 0.369 -2.141
H: 0.180 0.396 -2.831
H: 0.969 -1.232 -2.374



Entry 2:
6 unconnected molecules or ions with the total composition C10H34O12P2. Source: the Open Molecules 2025 dataset; level of theory: ωB97M-V/def2-TZVPD.

charge	0
structure (SMILES)	COP(=O)(OC)OC.COP(=O)(OC)OC.CO.CO.CO.CO
energy above the lowest of the compared OMol25 structures with the same formula, charge and spin	30.2	kcal per mole
HOMO	-0.362	Ha
HOMO-LUMO gap	10.40	eV
multiplicity	1
electronic energy	-1987.065764	Eh
LUMO energy	0.54	eV
strongest force on any atom	2.11	eV/Å

Element x y z (Å)
C: 1.580 0.169 -2.515
O: 2.298 1.388 -2.658
P: 3.887 1.455 -2.799
O: 4.713 0.966 -1.672
O: 4.233 0.712 -4.224
C: 3.287 0.736 -5.282
O: 4.157 2.998 -3.153
C: 5.317 3.613 -2.581
H: 1.319 -0.231 -3.501
H: 0.632 0.393 -2.030
H: 2.169 -0.607 -2.026
H: 2.740 -0.185 -5.484
H: 3.837 1.065 -6.164
H: 2.512 1.493 -5.126
H: 4.950 4.472 -2.012
H: 5.976 3.983 -3.361
H: 5.882 3.065 -1.830
C: -0.104 4.125 1.832
O: -0.342 3.197 0.770
P: -1.035 1.759 1.010
O: -0.932 0.925 -0.194
O: -2.532 2.049 1.498
C: -3.435 2.777 0.665
O: -0.249 1.368 2.365
C: 0.938 0.584 2.258
H: 0.833 3.963 2.355
H: -0.976 3.981 2.484
H: -0.236 5.169 1.549
H: -3.455 3.848 0.878
H: -4.421 2.374 0.890
H: -3.122 2.661 -0.374
H: 1.414 0.500 1.280
H: 0.751 -0.417 2.641
H: 1.673 1.053 2.914
C: -3.297 -0.307 4.292
O: -1.938 -0.707 4.151
H: -3.357 0.735 3.971
H: -4.028 -0.914 3.745
H: -3.574 -0.490 5.331
H: -1.806 -0.949 3.221
C: -0.135 -2.136 0.696
O: -0.977 -1.985 1.812
H: -0.110 -3.087 0.145
H: -0.267 -1.522 -0.203
H: 0.893 -1.957 1.002
H: -1.904 -2.039 1.534
C: -4.004 -0.987 0.433
O: -3.825 -2.297 0.983
H: -3.217 -0.734 -0.269
H: -4.973 -0.960 -0.081
H: -4.172 -0.229 1.203
H: -4.486 -2.440 1.666
C: -0.084 -6.782 -0.359
O: 0.516 -7.874 0.354
H: -1.138 -6.640 -0.139
H: 0.470 -5.856 -0.193
H: 0.011 -7.001 -1.426
H: 1.140 -8.243 -0.274



Entry 3:
A molecular structure, C21H19N6O7P2Ta. Source: the Open Molecules 2025 dataset; level of theory: ωB97M-V/def2-TZVPD.

charge	+2
energy above the lowest of the compared OMol25 structures with the same formula, charge and spin	14.4	kcal per mole
HOMO	-0.536	Ha
HOMO-LUMO gap	6.82	eV
multiplicity	1
electronic energy	-2406.502266	Eh
LUMO energy	-7.76	eV
strongest force on any atom	0.77	eV/Å

Element x y z (Å)
Ta: 0.991 -0.464 0.158
C: 1.138 2.059 3.823
C: 0.007 2.871 3.809
C: -0.901 2.697 2.794
C: -0.701 1.728 1.809
N: 0.411 0.931 1.811
C: 1.303 1.132 2.831
N: -1.713 1.664 0.874
C: -1.871 0.712 0.043
N: -1.009 -0.378 -0.159
C: -1.633 -1.268 -1.058
N: -1.225 -2.436 -1.379
C: -0.293 -3.109 -0.631
C: -0.168 -4.475 -0.889
C: 0.517 -5.275 -0.009
C: 1.063 -4.699 1.144
C: 1.016 -3.345 1.292
N: 0.415 -2.518 0.379
C: -2.861 -0.639 -1.541
C: -3.803 -1.089 -2.446
C: -4.911 -0.275 -2.655
C: -5.069 0.929 -1.966
C: -4.124 1.367 -1.045
C: -3.015 0.562 -0.860
H: 1.894 2.141 4.591
H: -0.155 3.619 4.574
H: -1.806 3.282 2.720
H: 2.180 0.511 2.831
H: -0.687 -4.864 -1.752
H: 0.599 -6.339 -0.183
H: 1.548 -5.299 1.900
H: 1.473 -2.866 2.141
H: -3.684 -2.030 -2.965
H: -5.672 -0.581 -3.359
H: -5.951 1.527 -2.151
H: -4.250 2.287 -0.492
O: 3.378 0.360 -1.120
P: 3.053 -1.040 -1.838
O: 3.624 -1.406 -3.103
O: 1.462 -0.904 -1.686
O: 3.369 -2.059 -0.597
P: 3.845 -1.560 0.861
O: 3.991 -2.875 1.682
O: 4.953 -0.615 0.841
O: 2.452 -0.946 1.394
H: 4.278 0.427 -0.733
H: 4.904 -3.108 1.917
C: -0.459 4.703 -0.978
C: 0.606 3.917 -1.753
C: 0.792 2.586 -1.199
N: 0.936 1.539 -0.757
H: -0.575 5.680 -1.440
H: -0.160 4.848 0.059
H: -1.420 4.191 -1.003
H: 1.583 4.407 -1.727
H: 0.340 3.785 -2.805



> What is the formula in the second record?

C10H34O12P2



> Among the records above, which one has the highest LUMO energy?

C24H33O5Pb



What did the second record say?
6 unconnected molecules or ions with the total composition C10H34O12P2. Source: the Open Molecules 2025 dataset; level of theory: ωB97M-V/def2-TZVPD.

charge	0
structure (SMILES)	COP(=O)(OC)OC.COP(=O)(OC)OC.CO.CO.CO.CO
energy above the lowest of the compared OMol25 structures with the same formula, charge and spin	30.2	kcal per mole
HOMO	-0.362	Ha
HOMO-LUMO gap	10.40	eV
multiplicity	1
electronic energy	-1987.065764	Eh
LUMO energy	0.54	eV
strongest force on any atom	2.11	eV/Å

Element x y z (Å)
C: 1.580 0.169 -2.515
O: 2.298 1.388 -2.658
P: 3.887 1.455 -2.799
O: 4.713 0.966 -1.672
O: 4.233 0.712 -4.224
C: 3.287 0.736 -5.282
O: 4.157 2.998 -3.153
C: 5.317 3.613 -2.581
H: 1.319 -0.231 -3.501
H: 0.632 0.393 -2.030
H: 2.169 -0.607 -2.026
H: 2.740 -0.185 -5.484
H: 3.837 1.065 -6.164
H: 2.512 1.493 -5.126
H: 4.950 4.472 -2.012
H: 5.976 3.983 -3.361
H: 5.882 3.065 -1.830
C: -0.104 4.125 1.832
O: -0.342 3.197 0.770
P: -1.035 1.759 1.010
O: -0.932 0.925 -0.194
O: -2.532 2.049 1.498
C: -3.435 2.777 0.665
O: -0.249 1.368 2.365
C: 0.938 0.584 2.258
H: 0.833 3.963 2.355
H: -0.976 3.981 2.484
H: -0.236 5.169 1.549
H: -3.455 3.848 0.878
H: -4.421 2.374 0.890
H: -3.122 2.661 -0.374
H: 1.414 0.500 1.280
H: 0.751 -0.417 2.641
H: 1.673 1.053 2.914
C: -3.297 -0.307 4.292
O: -1.938 -0.707 4.151
H: -3.357 0.735 3.971
H: -4.028 -0.914 3.745
H: -3.574 -0.490 5.331
H: -1.806 -0.949 3.221
C: -0.135 -2.136 0.696
O: -0.977 -1.985 1.812
H: -0.110 -3.087 0.145
H: -0.267 -1.522 -0.203
H: 0.893 -1.957 1.002
H: -1.904 -2.039 1.534
C: -4.004 -0.987 0.433
O: -3.825 -2.297 0.983
H: -3.217 -0.734 -0.269
H: -4.973 -0.960 -0.081
H: -4.172 -0.229 1.203
H: -4.486 -2.440 1.666
C: -0.084 -6.782 -0.359
O: 0.516 -7.874 0.354
H: -1.138 -6.640 -0.139
H: 0.470 -5.856 -0.193
H: 0.011 -7.001 -1.426
H: 1.140 -8.243 -0.274



> What is the electronic energy in the second record?

-1987.065764 Eh